1.
Here is a cluster of 2 separate species, C4H7NO in total from OMol25. Energies are from the ωB97M-V functional and the def2-TZVPD basis.

* total energy: -7796.7585 eV
* HOMO energy: -9.005 eV
* structure (SMILES): O=C=C1CC1.N
* lowest unoccupied orbital energy: 0.776 eV
* charge: 0

Each atom is followed by the atoms it is bonded to, with distances in Å.
Cartesian coordinates (Å):
1 O -2.40283 -0.70861 0.10056  C2 1.171
2 C -1.23201 -0.70563 0.07232  O1 1.171, C3 1.298
3 C 0.06335 -0.69746 0.14667  C2 1.298, C4 1.485, C5 1.483
4 C 1.26529 -0.20850 -0.57557  C3 1.485, C5 1.505, H6 1.088, H7 1.088
5 C 1.19334 -1.62918 -0.08564  C3 1.483, C4 1.505, H8 1.088, H9 1.086
6 H 1.17504 -0.02012 -1.64292  C4 1.088
7 H 1.92904 0.47582 -0.05039  C4 1.088
8 H 1.79786 -1.90291 0.77611  C5 1.088
9 H 1.04077 -2.41980 -0.81475  C5 1.086
10 N -1.16285 2.22582 0.61052  H11 1.016, H12 1.016, H13 1.017
11 H -1.18888 2.16364 -0.40349  N10 1.016
12 H -2.04168 1.84050 0.94400  N10 1.016
13 H -0.43644 1.58642 0.92258  N10 1.017

---

2.
Here is an isolated molecule of C4H9N at a distorted geometry from OMol25. Energies are from the ωB97M-V functional and the def2-TZVPD basis.

* total energy: -5778.4298 eV
* HOMO energy (spin up / spin down): -8.476 / -7.932 eV
* lowest unoccupied orbital energy (spin up / spin down): -0.040 / -0.473 eV
* charge: 0

Each atom is followed by the atoms it is bonded to, with distances in Å.
Cartesian coordinates (Å):
1 C -1.57355 -0.90680 0.21053  C2 1.530, H6 1.092, H7 1.093, H8 1.088
2 C -0.08431 -0.61828 0.00858  C1 1.530, N3 1.323, H5 1.324, C9 1.534
3 N 0.59286 -1.45828 -0.75649  C2 1.323, H4 1.019
4 H 1.39703 -1.00894 -1.19256  N3 1.019
5 H 0.31125 -0.75581 1.26414  C2 1.324
6 H -1.97470 -0.39603 1.08808  C1 1.092
7 H -2.11123 -0.56388 -0.67699  C1 1.093
8 H -1.72212 -1.97943 0.31697  C1 1.088
9 C 0.26661 0.86913 0.13736  C2 1.534, C10 1.379, H12 1.091, H13 1.276
10 C 1.31022 1.44557 -0.55636  C9 1.379, H11 1.082, H14 1.082
11 H 1.99523 0.85683 -1.15255  C10 1.082
12 H -0.57130 1.50678 0.42432  C9 1.091
13 H 0.61258 0.51688 1.31368  C9 1.276
14 H 1.55144 2.49226 -0.42871  C10 1.082

---

3.
Here is an isolated molecule of C15H19N5OS at a distorted geometry from OMol25. Energies are from the ωB97M-V functional and the def2-TZVPD basis.

* total energy: -36197.4516 eV
* HOMO energy: -7.771 eV
* structure (SMILES): CCn1ncc(NC(=S)NCCc2ccccc2)c1C(N)=O
* lowest unoccupied orbital energy: 0.454 eV
* charge: 0

Each atom is followed by the atoms it is bonded to, with distances in Å.
Cartesian coordinates (Å):
1 C 1.49185 3.61718 -1.07056  C2 1.529, H23 1.086, H24 1.089, H25 1.087
2 C 2.19016 3.03953 0.16073  C1 1.529, N3 1.440, H26 1.092, H27 1.093
3 N 1.39777 2.00839 0.77822  C2 1.440, N4 1.321, C19 1.366
4 N 0.50685 2.36505 1.68631  N3 1.321, C5 1.319
5 C -0.07251 1.26695 2.13284  N4 1.319, C6 1.406, H28 1.071
6 C 0.46740 0.13746 1.49353  C5 1.406, N7 1.372, C19 1.403
7 N 0.22608 -1.20227 1.66783  C6 1.372, C8 1.354, H29 1.020
8 C -0.83430 -1.84726 2.20947  N7 1.354, S9 1.655, N10 1.362
9 S -0.63935 -3.40433 2.73576  C8 1.655
10 N -2.04224 -1.23821 2.37119  C8 1.362, C11 1.449, H30 1.014
11 C -2.68577 -0.35450 1.42072  N10 1.449, C12 1.541, H31 1.090, H32 1.093
12 C -3.08277 -1.06698 0.11343  C11 1.541, C13 1.502, H33 1.092, H34 1.092
13 C -1.87960 -1.32607 -0.74822  C12 1.502, C14 1.388, C18 1.390
14 C -1.30408 -2.58711 -0.82367  C13 1.388, C15 1.384, H35 1.080
15 C -0.17699 -2.80159 -1.59734  C14 1.384, C16 1.383, H36 1.079
16 C 0.38119 -1.75963 -2.31588  C15 1.383, C17 1.385, H37 1.080
17 C -0.18619 -0.49852 -2.24749  C16 1.385, C18 1.383, H38 1.082
18 C -1.30426 -0.28198 -1.46361  C13 1.390, C17 1.383, H39 1.082
19 C 1.42947 0.65294 0.61146  N3 1.366, C6 1.403, C20 1.461
20 C 2.31170 -0.17939 -0.20354  C19 1.461, N21 1.362, O22 1.220
21 N 2.96269 0.39966 -1.24983  C20 1.362, H40 1.004, H41 1.008
22 O 2.48264 -1.35598 0.07120  C20 1.220
23 H 2.12304 4.36665 -1.53989  C1 1.086
24 H 1.26200 2.84382 -1.80146  C1 1.089
25 H 0.55688 4.08436 -0.77246  C1 1.087
26 H 3.17493 2.63684 -0.08530  C2 1.092
27 H 2.30803 3.82976 0.90626  C2 1.093
28 H -0.80510 1.31620 2.91228  C5 1.071
29 H 1.00121 -1.79300 1.36645  N7 1.020
30 H -2.68998 -1.87602 2.81949  N10 1.014
31 H -2.02837 0.48204 1.18188  C11 1.090
32 H -3.57927 0.03695 1.91344  C11 1.093
33 H -3.78676 -0.42536 -0.42074  C12 1.092
34 H -3.58493 -2.00636 0.35290  C12 1.092
35 H -1.73494 -3.40759 -0.26848  C14 1.080
36 H 0.26631 -3.78447 -1.63741  C15 1.079
37 H 1.25382 -1.93208 -2.92816  C16 1.080
38 H 0.23617 0.31908 -2.81651  C17 1.082
39 H -1.74454 0.70503 -1.41318  C18 1.082
40 H 2.63631 1.24987 -1.67147  N21 1.004
41 H 3.49545 -0.22904 -1.83020  N21 1.008